C28H29F6GeN2PS5SbW | wB97M-V/def2-TZVPD

ORCA input file:
```
! RIJCOSX wB97M-V def2-TZVPD def2/J DEFGRID3
* xyz 1 3
W -1.0961 0.0023 0.1346
Sb -3.0631 -0.1349 -2.5688
Ge 0.9054 0.3983 -1.6946
S 0.2974 -2.0165 0.0854
S -3.6774 -0.0566 0.7203
S -1.8423 1.6190 -1.3439
S -1.9662 -1.7130 -1.2373
S -4.7455 -0.0549 -0.8756
P -2.1577 3.6890 2.2032
F -3.0929 3.3340 0.9951
F -3.0745 2.7826 3.1183
F -1.0700 4.1621 1.1566
F -1.2098 1.5071 1.4657
F -2.6867 5.0637 2.6353
F -0.9838 3.4266 3.2191
N -1.5423 -0.9065 2.5009
N 1.1316 0.2981 1.6120
C -0.0404 0.0784 -4.4135
C 1.4172 2.2329 -2.1103
C 0.2187 -1.8960 -5.7544
C 2.2204 -0.6100 1.3394
C 2.8867 -2.7242 0.3864
C -2.3783 -2.0398 2.0953
C -0.2332 -0.5912 -5.6158
C 4.1910 -2.4832 0.7694
C -2.1822 -3.3299 2.5395
C 4.5144 -1.3000 1.4318
C 1.4787 4.6391 -1.8801
C -4.1888 -4.0352 1.4040
C 1.0793 -1.8463 -3.5066
C -2.3587 -0.1594 3.5092
C 1.5902 1.7100 1.5187
C 0.6150 -0.5419 -3.3497
C 2.5152 4.7098 -2.7964
C 2.4732 2.3186 -3.0215
C -3.0759 -4.3333 2.1671
C 1.9014 -1.7739 0.6755
C 3.5324 -0.3664 1.7247
C -4.4101 -2.7315 0.9713
C -3.5050 -1.7414 1.2943
C 3.0112 3.5475 -3.3680
C 0.8823 -2.5185 -4.7045
C -0.2316 -1.2013 3.1115
C 0.6371 0.0366 2.9948
C 0.9323 3.4063 -1.5424
H 2.9399 5.6677 -3.0654
H 2.8761 1.4182 -3.4741
H 0.0865 0.9213 3.3043
H 1.5004 -0.0667 3.6596
H 0.7330 2.3695 1.4672
H 2.2821 -0.1485 -1.2568
H -5.2698 -2.4893 0.3623
H -1.3377 -3.5702 3.1700
H -3.2966 0.1854 3.0905
H 1.1001 5.5402 -1.4158
H -0.7262 -0.0947 -6.4412
H 0.0584 -2.4270 -6.6833
H 0.1225 3.3857 -0.8248
H 2.1772 1.9861 2.3980
H 2.1997 1.8330 0.6263
H 5.5376 -1.1019 1.7190
H -2.5616 -0.8356 4.3426
H -4.8851 -4.8155 1.1312
H 2.6200 -3.6296 -0.1424
H -0.3490 -1.4531 4.1710
H 1.2420 -3.5327 -4.8188
H -0.3683 1.1103 -4.3215
H -1.8132 0.7075 3.8659
H 3.8222 3.5981 -4.0826
H 4.9609 -3.2066 0.5409
H 3.7974 0.5362 2.2562
H 1.6007 -2.3405 -2.6946
H 0.2321 -2.0557 2.6246
H -2.9002 -5.3480 2.4960
*
```

Computed properties:
<S²> ... 2.023

=====

C28H29FLiN6O6S2 | wB97M-V/def2-TZVPD

ORCA input file:
```
! RIJCOSX wB97M-V def2-TZVPD def2/J DEFGRID3
* xyz -1 1
S -2.2068 0.0848 -1.6456
S 2.4132 2.1616 0.3219
F 0.1428 -4.0935 -5.3954
O -1.2939 -3.2752 2.7836
O 0.5122 -2.2485 -0.9575
O -2.3896 -0.8009 -0.4888
O -0.0943 -1.6491 1.7736
O -0.8238 0.5685 -1.7154
O -3.2458 1.0809 -1.8194
N -2.8064 -3.2223 -8.4435
N -3.0467 -4.0865 -0.8956
N 0.3479 -0.5312 -5.3029
N -0.0253 1.4176 1.1664
N -2.6308 -3.9902 -5.7257
N 4.1020 -1.7693 -1.6669
C -5.1275 -2.8224 -1.3227
C -0.9298 -3.7858 -1.9436
C -1.2042 -3.2295 0.4316
C 0.9595 2.3426 1.2437
C -2.4416 -3.7407 0.2974
C -0.6478 -4.1226 -4.2789
C -0.3802 3.6070 2.8194
C 2.3094 -0.2993 -2.3232
C 0.7718 3.4575 2.0960
C -0.8180 -2.6674 1.8152
C -2.8388 -4.2732 -3.3227
C -1.3861 2.6462 2.7190
C -3.0659 -4.6435 -8.0164
C 3.2977 -0.7343 -1.4344
C -2.2894 -4.0992 -2.0394
C -2.3716 -2.6046 -6.1222
C -3.1740 -2.2503 -7.3486
C -1.1425 1.5802 1.8808
C 2.9989 -2.0906 -3.7618
C -2.3637 -0.9373 -3.0906
C -2.0289 -4.2218 -4.4401
C 3.9437 -2.4262 -2.8184
C 2.1539 -1.0117 -3.4961
C -0.1011 -3.8820 -3.0549
C -0.4299 -3.0157 -0.7784
C 1.1170 -0.7381 -4.4730
C -4.4972 -4.1558 -0.9390
C -2.2592 -4.9266 -6.7670
Li -0.1140 -0.3584 0.2499
H -1.3023 -2.4170 -6.3047
H 4.6093 -3.2659 -2.9901
H -2.6743 -1.9472 -5.3070
H -2.3916 -0.2817 -3.9590
H 0.9364 -3.5980 -2.9376
H -4.2440 -2.3622 -7.1792
H 1.5706 4.1852 2.1549
H -4.8238 -4.4456 0.0594
H -4.7986 -4.9569 -1.6190
H -3.9063 -4.3249 -3.4796
H -2.4878 -5.9395 -6.4343
H -1.1857 -4.8921 -7.0141
H -4.8027 -2.4992 -2.3125
H 2.9003 -2.6566 -4.6796
H -2.9517 -1.2463 -7.7048
H -2.7834 -5.2941 -8.8424
H -6.2160 -2.9006 -1.3216
H 3.4302 -0.1858 -0.5104
H 1.6808 0.5404 -2.0512
H -2.3125 2.7225 3.2711
H -4.1362 -4.7169 -7.8288
H -3.0601 -3.8211 1.1822
H -3.2816 -1.5214 -2.9942
H -0.5076 4.4675 3.4692
H -3.3128 -3.0060 -9.3006
H -1.8075 -3.1175 -8.6417
H -1.8846 0.7956 1.7647
H -1.4932 -1.5732 -3.1434
H -4.8253 -2.0480 -0.6179
*
```

=====

C28H29KN2P | wB97M-V/def2-TZVPD

ORCA input file:
```
! RIJCOSX wB97M-V def2-TZVPD def2/J DEFGRID3
* xyz 1 1
K 1.0996 0.4251 2.5295
P -0.3463 -1.2078 -0.0003
N -0.6737 2.8325 0.5599
N -1.7863 4.6804 -0.6916
C 1.1392 -1.5420 -1.0290
C -3.2801 -3.2601 -1.9578
C -0.8950 -1.7751 2.6610
C 1.2083 -2.5205 -1.9841
C 4.3712 1.1049 -0.5045
C 3.3834 -0.7766 -1.6394
C -1.5277 3.5761 1.4772
C -2.1117 -4.9144 -0.6685
C 2.3725 -2.6558 -2.7785
C -0.2911 4.8666 -0.7727
C -1.2816 -3.9311 -0.1516
C 0.3581 3.6989 0.0099
C 4.4708 0.1139 -1.4361
C -1.4725 2.2436 -0.5042
C 1.5341 -2.9129 3.3300
C -2.2356 4.7414 0.7411
C 0.5461 -2.7870 4.2954
C -0.6745 -2.2124 3.9605
C 1.3184 -2.4670 2.0253
C 3.1755 1.2517 0.2531
C 3.4330 -1.8168 -2.6041
C 0.0929 -1.9002 1.6746
C -1.4370 -2.5978 -0.5267
C -3.1095 -4.5821 -1.5768
C -2.1900 3.3604 -1.3032
C 2.2231 -0.6173 -0.8475
C 2.0733 0.4279 0.1209
C -2.4510 -2.2797 -1.4286
H 4.3291 -1.9352 -3.2031
H -0.8096 1.6704 -1.1508
H -0.4975 -4.2110 0.5423
H -3.2759 3.3044 -1.2474
H -2.5859 -1.2459 -1.7309
H -0.9220 3.9679 2.2937
H -0.0286 4.8690 -1.8291
H -2.2698 2.8985 1.8976
H 0.7179 -3.1557 5.2980
H -3.7510 -5.3524 -1.9847
H -0.0702 5.8471 -0.3544
H -1.9620 5.7232 1.1233
H 5.2068 1.7778 -0.3437
H -3.3207 4.6550 0.7422
H -2.1845 1.5429 -0.0732
H 3.1509 2.1009 0.9474
H -1.4622 -2.1283 4.6985
H -1.9763 -5.9450 -0.3666
H -1.8938 3.3937 -2.3502
H 5.3728 -0.0097 -2.0243
H -1.8568 -1.3517 2.3863
H -4.0564 -2.9913 -2.6625
H 0.9926 3.0995 -0.6430
H 0.3841 -3.2034 -2.1449
H 2.4767 -3.3796 3.5866
H -2.2370 5.4313 -1.2092
H 0.9843 4.0735 0.8183
H 2.0927 -2.5722 1.2740
H 2.4163 -3.4404 -3.5232
*
```

=====

C28H29N3O5 | wB97M-V/def2-TZVPD

ORCA input file:
```
! RIJCOSX wB97M-V def2-TZVPD def2/J DEFGRID3
* xyz 0 1
O -2.1225 -0.9765 1.4813
O -0.3126 3.2284 -1.8822
O 4.6687 2.0623 1.3595
O -3.9003 -2.9327 -1.4759
O 2.8633 -1.9125 -0.7476
N 2.5401 0.2747 0.8729
N -2.5969 2.0119 -0.9856
N -1.8827 -2.8349 -0.4966
C 0.9355 3.5410 -2.2412
C -2.9781 -2.2604 -1.0617
C 4.4883 -2.9166 -2.1431
C 0.2412 -0.3854 1.2667
C -3.9577 0.0363 -0.5917
C -6.1100 0.3594 0.4367
C -0.7468 -2.1598 0.0001
C 4.9122 0.7596 0.8790
C 3.4153 2.5242 0.9175
C 3.0315 -2.9368 -1.7057
C 0.7858 1.3342 -2.2845
C -0.8763 -1.1465 0.9556
C -5.8996 1.7472 0.4603
C -1.8100 -0.1489 -1.6507
C 1.4844 -0.6056 0.6767
C 1.6625 2.4163 -2.5005
C 1.6229 -1.6989 -0.2079
C -1.6677 1.2539 -1.5205
C -3.7390 1.4437 -0.5625
C -2.9169 -0.7657 -1.1282
C 0.5077 -2.4527 -0.5259
C 3.8244 -0.2113 1.3379
C -5.1589 -0.4820 -0.0736
C -4.7396 2.2817 -0.0264
C -2.3740 0.0762 2.3890
C 2.2747 1.6063 1.3718
C -0.4194 1.8832 -1.9099
C -1.9385 -0.2576 3.8128
H 3.4027 2.5843 -0.1812
H 1.0248 0.2951 -2.3745
H 4.6588 -3.6812 -2.8953
H 4.9451 0.7662 -0.2205
H -2.4442 -1.1597 4.1474
H 4.0131 -1.1993 0.9272
H -1.9109 1.0066 2.0386
H 4.7360 -1.9441 -2.5591
H 3.2913 3.5243 1.3364
H 2.3761 -2.7605 -2.5703
H -6.6653 2.3912 0.8680
H 5.1365 -3.1034 -1.2912
H 3.8351 -0.2662 2.4393
H -2.2017 0.5618 4.4759
H -7.0344 -0.0419 0.8253
H 2.2153 1.6283 2.4726
H -3.4601 0.2058 2.3567
H -1.0272 -0.7172 -2.1245
H 5.8867 0.4657 1.2724
H -5.3221 -1.5477 -0.1068
H -0.8661 -0.4273 3.8660
H 0.5730 -3.2568 -1.2420
H 1.3398 1.9754 0.9477
H -1.8706 -3.8469 -0.5075
H 2.7808 -3.9133 -1.2681
H 2.6859 2.3653 -2.8115
H 1.1920 4.5816 -2.2787
H 0.1534 0.4141 1.9815
H -4.5545 3.3444 -0.0195
*
```

Computed properties:
Structure (SMILES) ... CCOc1cc(N2CCOCC2)c(OCC)cc1NC(=O)c1cc(-c2ccco2)nc2ccccc12

=====

C28H29N4O6SSeTc | wB97M-V/def2-TZVPD

ORCA input file:
```
! RIJCOSX wB97M-V def2-TZVPD def2/J DEFGRID3
* xyz 1 4
Tc -0.6221 -0.1606 -0.0052
Se 0.4742 1.2234 2.2145
S -2.6941 -0.4936 1.1084
O 1.9621 1.7923 2.2444
O -0.4400 1.3147 3.5215
O -0.3676 1.7809 0.8509
O 0.4682 -0.4060 1.6001
O 0.5054 2.8953 -1.9057
O 1.0584 0.0913 -1.3503
N -3.0265 2.0702 0.1489
N -3.3892 1.8674 2.2725
N 2.1673 -2.3258 0.2909
N -1.8360 0.8666 -1.5214
C -2.7458 1.7970 -1.2115
C 4.3067 -1.3642 0.7449
C 4.1337 -2.1303 3.4252
C -0.8901 -2.1263 -0.6107
C 5.2187 -1.4354 2.9772
C -0.0122 -3.1690 -0.2583
C 2.0307 1.1582 -1.1780
C -3.5455 3.2021 1.9575
C -3.4244 2.5219 -2.1759
C -1.5794 0.6419 -2.8189
C 0.6268 3.9708 -0.9833
C -1.2247 -4.7055 -1.6782
C 1.4766 -0.8607 -2.3561
C 1.7434 2.2665 -2.1645
C -2.1940 1.3346 -3.8379
C -2.1144 -3.6958 -2.0162
C 3.0820 -2.4638 2.5387
C -3.0504 1.1870 1.1798
C 3.1619 -2.0672 1.1873
C 1.1085 -2.9667 0.7120
C 5.3069 -1.0534 1.6196
C -1.9540 -2.4309 -1.4744
C -0.1935 -4.4416 -0.7904
C 1.9371 -3.1872 2.9424
C 0.9560 -3.4466 2.0355
C -3.1337 2.2956 -3.5082
C -3.3143 3.3377 0.6404
C -3.5256 1.2814 3.6069
H 1.8504 -3.5187 3.9703
H -4.4237 0.6694 3.6499
H 0.6392 -1.5184 -2.5692
H 1.6927 1.8679 -3.1810
H 3.0230 0.7299 -1.3265
H 6.0190 -1.1776 3.6576
H -4.1805 3.2336 -1.8798
H -1.3434 -5.6989 -2.0901
H -1.9401 1.1161 -4.8646
H 1.2130 4.7831 -1.4232
H 2.5689 2.9870 -2.1363
H 0.4907 -5.2312 -0.5035
H 1.0845 3.6523 -0.0445
H 1.7669 -0.3154 -3.2546
H -3.5965 2.0953 4.3217
H -2.6369 0.6928 3.8173
H 0.0582 -3.9852 2.3084
H -3.2934 4.2125 0.0177
H -0.8493 -0.1250 -3.0289
H -2.6903 -1.6737 -1.7183
H -3.6491 2.8541 -4.2776
H 4.0599 -2.4335 4.4624
H -3.7895 3.9355 2.7046
H -0.3787 4.3292 -0.7723
H 4.3676 -1.0899 -0.3012
H -2.9413 -3.8968 -2.6851
H 6.1781 -0.5111 1.2762
H 1.9596 1.5043 -0.1500
H 2.2938 -1.4536 -1.9536
*
```

Computed properties:
<S²> ... 3.784

=====

C28H29N6OReSSe2 | wB97M-V/def2-TZVPD

ORCA input file:
```
! RIJCOSX wB97M-V def2-TZVPD def2/J DEFGRID3
* xyz 3 2
Re -0.0729 -1.0199 0.2162
Se -0.1594 1.6156 3.9478
Se -2.0131 0.0478 1.4983
S -1.2724 1.5692 -1.6167
O -1.5057 -4.3765 1.8138
N 1.3018 1.4332 -3.0620
N 1.5801 -1.5054 -1.0384
N -1.3987 -2.2185 -0.9706
N 1.3412 -0.5817 1.7352
N -0.2572 -2.4945 1.3396
N 0.0872 0.5614 -1.2486
C -1.2282 -3.5281 1.0300
C -3.0993 -4.0340 -2.1998
C 1.2560 3.7267 -3.8765
C 3.8780 -1.9988 -2.5102
C 0.6375 4.9720 -3.9060
C 1.3522 -1.4525 2.7619
C 3.1872 0.5719 2.7024
C 3.1918 -0.3184 3.7699
C -1.4856 2.2921 5.1998
C 2.2962 -2.6232 -0.8377
C 0.6779 2.7124 -3.1365
C -2.6862 -2.8886 -2.8554
C -0.7886 2.5447 2.3573
C 2.2631 -1.3444 3.7978
C -3.6269 -0.1101 0.4143
C -2.6403 -4.2718 -0.9067
C -1.0859 4.1730 -2.4205
C 1.9957 -0.6255 -1.9727
C -1.8322 -1.9992 -2.2128
C -2.0752 1.9964 1.7837
C 3.1453 -0.8378 -2.7147
C 2.2517 0.4093 1.7047
C 1.0853 0.5319 -2.1117
C 3.4398 -2.9064 -1.5613
C -1.7950 -3.3451 -0.3384
C 0.3298 -2.5453 2.6758
C -0.4862 2.9250 -2.4184
C -0.5248 5.1931 -3.1806
H -0.4735 -2.3939 3.4079
H 2.1742 3.5562 -4.4248
H -4.4315 0.3498 0.9844
H 2.2004 1.0814 0.8572
H -1.5087 -1.0840 -2.6905
H -2.4904 1.9891 4.9201
H -1.0019 6.1626 -3.2035
H 2.2473 -2.0612 4.6076
H -1.2363 1.8527 6.1628
H -1.3957 3.3730 5.2606
H -1.9957 4.3525 -1.8624
H 3.4905 -0.1207 -3.4458
H -3.0171 -2.6706 -3.8609
H 2.0767 1.2859 -3.6915
H -2.3471 2.4506 0.8338
H -3.5070 0.3831 -0.5453
H 0.7552 -3.5321 2.8715
H 1.0731 5.7684 -4.4921
H 3.9737 -3.8268 -1.3701
H -2.9213 -5.1537 -0.3467
H 1.9333 -3.3012 -0.0783
H -2.9088 2.0938 2.4813
H -0.9505 3.5913 2.6223
H 4.7763 -2.1843 -3.0833
H -3.7635 -4.7376 -2.6829
H -3.8392 -1.1690 0.2889
H 3.8964 1.3848 2.6457
H 3.9152 -0.2151 4.5672
H 0.0121 2.5251 1.6146
*
```

Computed properties:
<S²> ... 0.767

=====

C28H29NO4 | wB97M-V/def2-TZVPD

ORCA input file:
```
! RIJCOSX wB97M-V def2-TZVPD def2/J DEFGRID3
* xyz 0 1
O -1.4689 -1.9919 1.7474
O -0.1528 -2.0501 -2.8057
O -1.4452 0.3563 -1.1785
O -3.4205 0.9591 -0.2033
N -0.1635 2.4448 0.2432
C 2.1512 1.0924 3.5254
C -1.6031 2.4427 0.0022
C 1.3620 2.4007 3.7235
C -2.0834 -4.7921 0.6553
C -2.2907 -5.9743 -0.0791
C 0.4835 3.6647 -0.2897
C -0.5316 4.2546 -1.2769
C -0.3440 -1.6822 -0.3855
C 0.7643 -0.8195 0.1094
C -0.5014 -2.3913 -1.6755
C -2.0320 -5.9808 -1.4669
C -1.1639 -2.3663 0.6048
C 4.2607 -0.3815 -1.2332
C -1.8488 3.5044 -1.0681
C -1.2451 -3.6804 -1.3493
C -1.5256 -4.8282 -2.1050
C 0.9639 2.8601 2.3164
C 2.7532 0.4489 -2.9215
C -2.1167 1.1090 -0.4913
C 4.0817 0.2216 -2.4923
C 0.5153 0.3650 1.4954
C -4.0723 -0.1887 -0.7910
C -1.5870 -3.6544 0.0021
C 3.1531 -0.7584 -0.4770
C 0.4025 1.8136 1.3436
C 1.4014 -0.0191 2.7305
C 1.6502 0.1563 -2.1112
C 1.8399 -0.4800 -0.8833
H -2.2913 -4.7257 1.7202
H 1.4352 3.4326 -0.8086
H 3.3476 -1.2924 0.4588
H 0.2885 3.7480 2.3647
H -2.6438 4.1636 -0.7110
H 2.0152 3.1767 4.1908
H -4.0047 -0.1654 -1.8841
H 4.9324 0.4518 -3.1570
H -0.5186 -0.1413 1.4850
H -3.6471 -1.1169 -0.3955
H 0.4735 2.3046 4.3828
H -5.0969 -0.0702 -0.4732
H 0.8331 -0.7078 3.3655
H -2.2849 -6.8825 -2.0434
H -0.1539 4.1369 -2.3013
H 5.2803 -0.6308 -0.8855
H -1.3778 -4.8243 -3.1856
H 2.5847 0.8262 -3.9375
H 0.6469 0.4101 -2.4689
H -2.1387 2.6777 0.9325
H 2.1926 -0.6569 2.3404
H 0.7103 4.4465 0.4751
H -0.6744 5.3374 -1.1511
H 1.8567 3.3234 1.8499
H -2.2005 3.0550 -2.0084
H 3.0703 1.3588 2.9586
H 2.5276 0.7155 4.4972
H -2.7205 -6.8619 0.4080
H 1.3719 -1.5440 0.7667
*
```

=====

The records above yield ΔE to the lowest compared entry with this formula, charge and spin values of 51.9, 17.5, 0.0, 52.0, 10.2, 0.0, 147.8 kcal/mol, respectively.
The records above yield E values of -6509.66832, -2768.23596, -2134.89296, -1624.83059, -4634.98154, -6766.64907, -1439.92852 Eh, respectively.